1.
Molecular formula: CH2INO2S
Method: DFT, ωB97M-V/def2-TZVPD

Its spin multiplicity is 1. The HOMO-LUMO gap comes out at 8.94 eV. The HOMO energy is -9.806 eV.

Last column: natural (NBO) charge in e.
Atoms and positions in Å:
C (1.77362, -0.46419, -0.45668)  -0.12
N (0.68742, -0.07142, 0.02558)  -0.09
O (-0.68508, -0.41325, -0.48090)  -0.63
O (-2.74720, -0.39988, 1.03119)  -0.85
S (-2.23930, 0.36127, -0.06054)  1.40
I (-1.49993, 2.44102, 0.99521)  -0.08
H (2.59977, -0.37454, 0.18990)  0.20
H (2.11069, -1.07899, -1.24376)  0.18

Cartesian forces, eV/Å:
C -0.95 -1.09 -0.35
N -2.63 1.14 1.85
O 1.23 0.40 -0.99
O -0.69 -0.61 0.39
S 2.92 -0.44 -0.14
I 0.16 0.18 -0.20
H 0.81 1.22 1.12
H -0.85 -0.79 -1.68

---

2.
Molecular formula: C3H2N4O
Method: DFT, ωB97M-V/def2-TZVPD

Its spin multiplicity is 1. The HOMO-LUMO gap comes out at 8.11 eV. The HOMO energy is -10.096 eV.

Last column: natural (NBO) charge in e.
Atoms and positions in Å:
C (-0.47412, -1.01734, -0.98824)  0.76
C (-0.58552, -0.41491, 1.15860)  0.17
C (1.01196, 0.80335, -0.49905)  0.20
H (-0.33211, -0.57620, 2.34151)  0.21
H (1.94865, 1.36690, -0.58752)  0.20
N (-0.29930, -1.47039, 0.54652)  -0.40
N (-0.77132, 0.98795, 0.92437)  -0.14
N (0.10577, 1.62101, 0.15615)  -0.13
N (0.73608, -0.20250, -1.34607)  -0.42
O (-1.34009, -1.09787, -1.70628)  -0.47

Cartesian forces, eV/Å:
C 5.72 2.71 4.00
C 2.22 0.22 5.12
C 0.23 -1.28 -4.41
H -1.32 0.86 -2.44
H 0.04 -0.61 -0.30
N -1.15 0.58 -4.57
N 1.68 1.36 -2.22
N -3.33 -3.10 3.27
N 0.43 0.88 4.33
O -4.51 -1.63 -2.79

---

3.
Molecular formula: C67H150F6N4P3
Method: DFT, ωB97M-V/def2-TZVPD

Its spin multiplicity is 1. Its charge is +5. The HOMO-LUMO gap comes out at 6.62 eV. The HOMO energy is -16.348 eV.

Last column: Mulliken charge in e.
Atoms and positions in Å:
C (-0.54325, 1.98053, -7.62118)  -1.16
C (-0.45726, 0.48458, -7.77409)  -0.99
C (0.81826, -0.14333, -7.44117)  -0.52
C (1.10482, -0.26902, -5.93453)  -0.76
P (2.06864, -1.67845, -5.26316)  0.62
C (3.73504, -1.92855, -5.99811)  -0.91
C (4.80665, -0.85599, -6.12998)  -0.87
C (6.19279, -1.39410, -6.39764)  -0.58
C (6.71670, -2.56111, -5.50676)  -1.16
C (1.19125, -3.25481, -5.62597)  -1.40
C (1.50252, -4.43974, -4.74458)  0.15
C (0.50961, -5.61354, -5.10803)  -0.74
C (0.72555, -6.86989, -4.22146)  -0.86
C (2.22574, -1.56498, -3.39386)  -0.96
C (0.92041, -1.65757, -2.63723)  -0.51
C (0.49248, -0.26685, -2.22100)  -0.24
C (-0.60744, -0.28927, -1.19560)  -0.73
H (-0.06749, 2.50143, -8.45209)  0.36
H (-0.15382, 2.25648, -6.64124)  0.30
H (-1.60583, 2.22326, -7.61058)  0.33
H (-0.58020, 0.28658, -8.83888)  0.41
H (-1.34959, -0.02675, -7.41296)  0.49
H (1.45766, 0.55180, -7.98529)  0.28
H (0.84536, -1.07612, -8.00443)  0.41
H (0.18596, -0.29361, -5.34870)  0.41
H (1.63266, 0.66732, -5.75355)  0.72
H (3.69555, -2.62511, -6.83556)  0.83
H (4.15593, -2.54810, -5.20620)  0.39
H (4.83881, -0.24626, -5.22704)  0.36
H (4.51059, -0.05999, -6.81323)  0.43
H (7.01458, -0.68396, -6.30558)  0.42
H (6.28639, -1.72238, -7.43280)  0.36
H (6.58443, -2.37956, -4.44014)  0.24
H (7.76195, -2.72995, -5.76569)  0.41
H (6.31973, -3.54543, -5.75496)  0.32
H (1.36414, -3.46840, -6.68076)  1.00
H (0.12818, -3.02905, -5.54216)  0.51
H (1.51144, -4.27453, -3.66721)  -0.19
H (2.54076, -4.67781, -4.97582)  0.53
H (0.63082, -6.04542, -6.10144)  0.44
H (-0.52305, -5.29754, -4.96019)  0.39
H (-0.00786, -7.55862, -4.64081)  0.50
H (0.45291, -6.70516, -3.17904)  -0.41
H (1.76084, -7.16681, -4.38915)  0.36
H (2.89813, -0.74286, -3.14870)  0.93
H (2.88698, -2.41462, -3.22365)  0.29
H (1.17246, -2.13318, -1.68942)  -0.95
H (0.15852, -2.26042, -3.13138)  1.11
H (0.11781, 0.22653, -3.11782)  0.55
H (1.11118, 0.54163, -1.83157)  0.42
H (-1.43983, -0.86484, -1.60051)  0.19
H (-0.98624, 0.71974, -1.03279)  0.21
H (-0.33617, -0.59074, -0.18385)  -1.11
C (-4.98130, 6.60902, 3.69479)  -1.22
C (-3.62142, 6.96879, 3.17959)  -0.60
C (-2.71949, 5.79222, 2.96678)  0.60
C (-1.32570, 6.04041, 2.47769)  -1.50
P (-0.62649, 4.69040, 1.50625)  0.38
C (0.93690, 5.31564, 0.80960)  -1.85
C (1.89168, 4.14217, 0.38412)  1.72
C (3.16641, 4.66959, -0.34426)  -1.35
C (4.02345, 3.58629, -1.11656)  -0.23
C (-0.26158, 3.42815, 2.76952)  1.32
C (0.95605, 3.78124, 3.79377)  -0.94
C (1.53651, 2.83792, 4.86296)  -1.55
C (1.95041, 1.35598, 4.42457)  0.86
C (-1.82745, 3.99946, 0.32518)  0.75
C (-2.52321, 5.23549, -0.46060)  -0.88
C (-3.66607, 4.96882, -1.51470)  -0.59
C (-2.88426, 4.65205, -2.83625)  -1.16
H (-4.79647, 5.86021, 4.46499)  0.56
H (-5.59146, 6.12364, 2.93306)  0.23
H (-5.53265, 7.46089, 4.09280)  0.47
H (-3.10420, 7.71778, 3.77925)  0.48
H (-3.80565, 7.53065, 2.26391)  0.33
H (-3.18872, 5.17650, 2.19944)  -0.70
H (-2.68045, 5.19021, 3.87461)  0.66
H (-0.61668, 6.32082, 3.25664)  0.77
H (-1.34674, 6.90879, 1.81924)  0.45
H (1.45521, 5.90897, 1.56286)  0.53
H (0.62090, 6.05459, 0.07326)  0.86
H (1.36922, 3.49900, -0.32402)  -0.10
H (2.15567, 3.52881, 1.24562)  -0.88
H (3.87463, 5.20613, 0.28712)  0.40
H (2.70369, 5.31362, -1.09207)  0.58
H (4.97419, 4.01609, -1.43194)  0.32
H (3.53843, 3.33881, -2.06081)  0.57
H (4.34726, 2.65400, -0.65388)  -1.22
H (-0.04851, 2.47854, 2.27866)  -0.75
H (-1.23616, 3.24941, 3.22378)  -1.23
H (0.70795, 4.66920, 4.37522)  0.49
H (1.79267, 4.33830, 3.37206)  0.58
H (0.89850, 2.70564, 5.73678)  0.37
H (2.43911, 3.33105, 5.22381)  0.51
H (2.92746, 1.12088, 4.84672)  0.71
H (2.23112, 1.28357, 3.37383)  -0.58
H (1.21326, 0.58900, 4.66216)  -0.43
H (-2.56244, 3.43707, 0.90102)  -1.25
H (-1.33501, 3.28481, -0.33427)  0.65
H (-1.76559, 5.93015, -0.82333)  0.92
H (-3.02733, 5.90363, 0.23765)  -0.06
H (-4.18800, 5.90401, -1.71746)  0.50
H (-4.39708, 4.20961, -1.23665)  0.14
H (-2.45410, 3.65936, -2.70350)  0.16
H (-2.08566, 5.36020, -3.05726)  0.32
H (-3.61720, 4.68627, -3.64231)  0.43
C (5.51789, 3.01919, -0.15213)  -1.25
C (4.93547, 2.92137, 1.27388)  -0.54
C (4.62278, 1.52040, 1.82865)  -0.52
C (3.57368, 0.84466, 0.96830)  -0.66
N (3.31937, -0.66660, 1.07443)  0.70
C (4.59581, -1.54379, 0.73135)  -0.52
C (4.06642, -2.84103, 0.05886)  -1.14
C (2.61283, -2.58023, -0.25679)  -0.31
C (2.35413, -1.14399, -0.04875)  0.06
C (2.77774, -1.00324, 2.51788)  -0.56
H (6.51622, 2.58325, -0.11487)  0.46
H (5.85688, 4.05325, -0.21467)  0.67
H (4.94369, 2.59096, -0.97371)  0.56
H (4.07666, 3.58511, 1.37391)  0.11
H (5.62558, 3.28965, 2.03297)  0.48
H (4.54786, 1.50663, 2.91598)  0.09
H (5.46006, 0.82985, 1.72765)  0.66
H (3.92374, 0.96865, -0.05648)  0.81
H (2.61016, 1.27096, 1.24761)  -0.20
H (5.13080, -1.67875, 1.67137)  0.54
H (5.15884, -1.05637, -0.06460)  0.42
H (4.19370, -3.68939, 0.73130)  0.35
H (4.57335, -3.04628, -0.88401)  0.48
H (1.85473, -3.04274, 0.37524)  -0.42
H (2.17075, -2.93993, -1.18591)  -0.20
H (1.36122, -0.94816, 0.35608)  0.86
H (2.41913, -0.62594, -1.00557)  0.04
H (2.00992, -0.27207, 2.77077)  1.12
H (3.65694, -0.81770, 3.13488)  0.46
H (2.43526, -2.03804, 2.52062)  0.16
C (-5.27183, 3.98627, 2.92986)  -2.18
C (-4.27986, 3.11876, 2.09562)  1.84
C (-4.95166, 1.99312, 1.31169)  -0.65
C (-3.89003, 0.87082, 1.05874)  -0.52
N (-4.53228, -0.51021, 0.66851)  0.75
C (-5.54983, -0.13556, -0.52869)  -0.29
C (-5.47060, -1.50157, -1.31794)  -1.34
C (-4.29497, -2.34848, -0.87918)  -0.55
C (-3.42111, -1.34630, -0.05540)  -0.30
C (-5.12231, -1.17065, 1.93527)  -0.55
H (-5.99025, 4.47353, 2.27065)  0.44
H (-4.74870, 4.72635, 3.53542)  -0.18
H (-5.86855, 3.29276, 3.52238)  0.53
H (-3.50241, 2.85506, 2.81266)  -0.04
H (-3.84690, 3.80886, 1.37148)  -1.00
H (-5.47353, 2.37980, 0.43634)  0.47
H (-5.76858, 1.47934, 1.81842)  0.43
H (-3.18198, 0.80530, 1.88486)  0.15
H (-3.31989, 1.16874, 0.17881)  -0.10
H (-6.53155, 0.10328, -0.11968)  0.56
H (-5.15921, 0.68971, -1.12404)  0.21
H (-6.44204, -1.99589, -1.31043)  0.42
H (-5.47930, -1.36204, -2.39894)  0.60
H (-4.67121, -3.13934, -0.23024)  0.58
H (-3.84499, -2.88637, -1.71362)  0.03
H (-2.55054, -1.75100, 0.46075)  -0.31
H (-3.06531, -0.68344, -0.84415)  -0.06
H (-4.25253, -1.36161, 2.56385)  0.29
H (-5.44308, -2.16414, 1.62194)  0.32
H (-5.90711, -0.49246, 2.27032)  0.32
C (-3.69228, 1.52981, 5.42375)  -1.31
C (-2.18509, 1.81663, 5.09282)  -0.05
C (-1.27105, 0.71748, 4.48126)  2.16
C (-1.03707, -0.49759, 5.38204)  -1.24
N (-0.32265, -1.65813, 4.64171)  0.64
C (-1.23278, -2.40392, 3.62029)  0.52
C (-1.56124, -3.84198, 4.27982)  -0.96
C (-0.21981, -4.09263, 4.92523)  -0.51
C (0.08040, -2.80133, 5.72247)  -0.38
C (1.01756, -1.20937, 4.02725)  -2.80
H (-4.10913, 2.48455, 5.74443)  0.45
H (-3.76575, 0.69435, 6.11995)  0.41
H (-4.25752, 1.26636, 4.52978)  0.12
H (-1.74811, 2.20911, 6.01103)  0.84
H (-2.08916, 2.71449, 4.48230)  -0.61
H (-0.33165, 1.20490, 4.22037)  -0.99
H (-1.72476, 0.52495, 3.50906)  -0.20
H (-1.89135, -0.89083, 5.93311)  0.70
H (-0.33695, -0.23031, 6.17356)  0.32
H (-0.81698, -2.31647, 2.61653)  -0.01
H (-2.14896, -1.83675, 3.45584)  -0.18
H (-1.89448, -4.47906, 3.46057)  0.52
H (-2.29130, -3.72066, 5.08007)  0.34
H (0.49591, -4.29509, 4.12845)  0.13
H (-0.14194, -4.94045, 5.60586)  0.59
H (1.13661, -2.75237, 5.98726)  0.24
H (-0.63379, -2.62767, 6.52737)  0.51
H (1.69244, -0.75176, 4.75060)  0.92
H (0.71774, -0.54292, 3.21851)  -0.49
H (1.57669, -2.10611, 3.76015)  1.49
C (1.40363, -7.08379, 0.30376)  -1.47
C (1.28298, -6.54389, -1.12788)  -0.92
C (0.98902, -5.04185, -1.16335)  -0.04
N (-0.39834, -4.53343, -0.56047)  1.04
C (-1.56290, -5.48639, -0.96861)  -0.88
C (-0.75187, -3.14229, -1.12337)  -0.22
C (-1.42212, -2.50406, 0.04237)  1.67
C (-0.56952, -2.82480, 1.22847)  0.19
C (-0.28422, -4.30847, 1.04846)  -1.36
H (1.73364, -8.12196, 0.34099)  0.50
H (0.56751, -6.92426, 0.98461)  0.25
H (2.15160, -6.47268, 0.80894)  0.36
H (0.53234, -7.06943, -1.71817)  0.68
H (2.23982, -6.49528, -1.64769)  0.59
H (0.85300, -4.85796, -2.22908)  -0.60
H (1.84821, -4.46234, -0.82562)  0.40
H (-1.42825, -5.47849, -2.05024)  0.37
H (-2.56641, -5.09714, -0.79661)  0.24
H (-1.51205, -6.49198, -0.55114)  0.37
H (-1.33037, -3.06281, -2.04377)  0.90
H (0.15331, -2.57217, -1.33249)  -1.12
H (-2.38230, -2.95242, 0.29760)  0.00
H (-1.56044, -1.43708, -0.13238)  -0.09
H (-1.05681, -2.69439, 2.19471)  -1.62
H (0.36081, -2.25786, 1.19441)  0.00
H (-0.96457, -4.96353, 1.59263)  0.25
H (0.69745, -4.75207, 1.21472)  0.17
P (-0.76923, 0.27646, 1.37534)  2.93
F (-1.77193, -0.58472, 0.45933)  -0.39
F (-0.53472, 1.28040, 0.17339)  -0.97
F (-1.97543, 1.21909, 1.98981)  -0.48
F (0.27395, 1.11884, 2.32419)  0.20
F (-1.09357, -0.68836, 2.56460)  -0.15
F (0.49496, -0.61773, 0.85169)  0.28

Cartesian forces, eV/Å:
C -0.70 -0.17 0.63
C -2.35 -0.03 -1.57
C 0.79 -1.08 -0.61
C 0.66 0.19 -0.12
P 0.49 0.23 -0.90
C 0.32 -0.50 1.17
C -0.49 1.68 0.34
C 1.28 -1.35 -0.17
C -0.39 -0.17 -0.80
C -0.66 1.39 0.54
C 0.03 -1.25 -1.22
C 1.02 -0.32 1.41
C -0.71 1.12 -1.01
C 0.90 -0.69 -2.21
C 2.68 1.91 0.07
C -2.20 1.21 -0.84
C -0.37 -0.34 -5.63
H 0.16 0.10 0.32
H 0.21 0.51 -0.06
H 0.09 0.40 -0.13
H 0.01 0.05 -0.26
H 0.02 -0.06 0.75
H 1.18 -0.39 0.58
H 0.31 -0.33 0.34
H -0.24 0.16 -0.05
H 0.14 -0.09 0.92
H -0.37 0.31 -0.34
H 0.03 -0.60 0.22
H 0.00 -0.27 0.69
H 0.12 -0.35 -0.71
H -0.66 0.79 0.02
H -0.23 -0.09 -0.13
H 0.21 0.07 0.08
H 0.16 0.41 0.42
H -0.63 0.02 0.07
H 0.10 -0.10 0.00
H -0.24 0.18 -0.12
H -0.32 0.47 -0.25
H 0.09 -0.70 0.06
H 0.05 0.89 -0.34
H -0.07 0.34 -0.30
H 0.45 -0.62 0.26
H 0.31 0.00 -0.85
H -0.17 -0.56 0.47
H -0.46 0.48 0.00
H -0.10 -0.49 0.13
H 0.60 0.72 -1.69
H 0.13 0.52 -0.25
H -0.34 0.08 -0.18
H 1.51 -0.79 -0.30
H 0.30 -0.04 -0.46
H -0.63 -1.92 -3.32
H 0.26 -0.78 -7.46
C -0.30 0.55 0.73
C 0.34 1.85 -0.60
C -0.42 -1.17 -0.37
C 0.33 1.14 -0.87
P 0.83 -0.02 1.78
C 0.13 -1.02 0.20
C 0.26 0.86 -0.64
C -0.75 -0.85 -1.28
C -11.36 6.71 -5.29
C 1.54 0.88 0.15
C -1.07 1.30 0.13
C 0.24 -1.89 -0.71
C 0.63 2.27 0.27
C -0.19 1.71 -1.12
C -1.19 -0.26 1.24
C 2.99 0.53 -1.05
C -1.49 -0.47 0.62
H -0.66 0.69 0.75
H 0.09 0.88 0.24
H 0.22 -0.01 0.07
H -0.14 -0.09 0.53
H 0.40 -0.14 -0.52
H -0.04 0.03 0.32
H -0.03 -0.14 0.20
H 0.13 -0.21 0.09
H 0.05 0.22 -0.21
H -0.25 0.02 0.34
H 0.41 -0.26 -0.62
H -0.08 -0.18 -0.13
H -0.26 0.11 0.18
H -0.41 0.36 0.16
H 0.64 0.59 -0.02
H -2.23 0.68 -1.30
H -0.93 0.11 -0.73
H -13.33 1.73 3.36
H -0.25 2.96 0.17
H 0.34 0.37 0.30
H -1.10 -0.05 0.42
H 0.29 -0.89 -1.31
H -0.23 0.27 -0.09
H -0.08 0.02 0.04
H -0.12 -0.22 0.80
H -0.51 0.57 -0.02
H 0.70 2.10 0.23
H 0.78 0.15 -0.30
H 0.13 0.39 -0.18
H 0.17 -0.42 -0.67
H 0.12 -0.33 0.85
H -0.11 0.02 0.51
H 0.21 -0.09 0.08
H 0.12 -0.17 -0.51
H -0.18 0.10 0.22
H 0.36 -0.37 -0.32
C 13.34 -3.52 7.69
C 0.02 -0.79 0.64
C 0.94 -1.50 -0.42
C -0.67 -0.46 0.68
N 1.03 -1.03 -0.77
C -1.19 0.09 -0.08
C 0.08 -0.34 0.63
C -0.98 -0.53 1.04
C 2.59 0.51 -0.71
C 2.77 0.88 -3.52
H 1.17 -0.65 1.04
H -0.21 -0.28 -0.14
H 13.09 -3.77 -2.98
H 0.00 -0.45 0.12
H 0.47 0.40 -0.57
H -0.99 0.29 0.02
H 0.88 0.47 -0.31
H -0.68 0.10 -0.09
H -0.26 0.20 -0.91
H 0.30 -0.04 -0.41
H 0.15 0.67 0.62
H 0.10 -0.11 -0.20
H 0.42 0.05 0.30
H 0.84 -0.72 0.90
H 1.79 0.33 -0.04
H 6.74 -2.18 -4.05
H 1.11 0.70 0.64
H 1.55 -0.43 -1.18
H -0.16 -0.39 0.31
H 0.74 0.42 -0.67
C 0.08 -2.01 -0.85
C -1.74 1.42 0.47
C 0.59 -1.50 0.55
C -3.81 -0.31 -1.41
N 0.88 2.57 -1.00
C 1.12 -3.11 0.64
C -1.85 0.86 -1.29
C -0.42 -0.01 1.48
C -8.49 -0.81 -2.23
C 0.92 -0.01 -2.50
H 0.10 0.04 -0.03
H -0.44 -1.66 -0.54
H 0.03 0.16 0.45
H 0.12 -0.59 -0.28
H -0.64 -0.31 0.30
H 0.51 0.08 -0.33
H -0.07 0.44 0.78
H -4.27 -1.47 -0.72
H 0.09 -0.17 -0.15
H 0.18 -0.10 0.00
H 0.25 -0.02 0.47
H 0.05 -0.37 0.89
H 0.66 0.68 -0.10
H 0.05 -0.22 0.22
H 0.42 0.44 -0.02
H -6.72 -0.23 1.03
H -0.55 0.11 0.07
H -0.30 0.56 0.48
H -0.66 0.23 0.16
H 0.20 -0.53 0.49
C 1.47 0.03 -1.13
C -0.13 0.09 1.14
C -1.81 1.14 0.75
C 1.02 0.08 -0.40
N 0.61 -1.05 1.87
C -1.92 -1.19 7.52
C 1.12 2.48 -0.72
C 0.24 -0.34 0.68
C -1.01 0.04 -2.30
C -2.96 -2.27 1.53
H -0.17 -0.39 0.58
H -0.32 0.42 0.31
H 0.00 -0.19 -0.23
H 0.16 -0.28 0.38
H -0.45 -0.31 -0.19
H -0.47 -0.23 0.63
H -0.20 0.03 2.87
H -0.29 -0.15 -0.57
H 0.16 0.15 0.07
H 5.70 7.09 12.21
H -0.34 -0.56 1.02
H -0.04 -0.43 0.48
H -0.46 -0.11 -0.45
H 0.51 0.24 0.10
H -0.29 -0.09 -0.01
H -0.27 0.51 0.24
H 0.42 -0.33 0.22
H -0.70 -0.63 0.10
H 0.21 -1.01 1.31
H -1.38 -0.14 0.16
C 0.86 0.46 0.05
C -0.86 0.87 1.69
C -1.85 -0.79 -0.77
N -0.18 -0.79 0.42
C 1.13 0.55 -0.74
C -0.17 -1.02 1.99
C 2.77 -7.37 -2.05
C 1.82 -2.57 -4.49
C 0.24 -0.80 -2.00
H -0.17 0.10 0.02
H -0.63 -0.43 -0.55
H 0.61 -0.17 0.04
H 0.46 -0.20 0.54
H 0.11 -0.93 -0.07
H -0.11 0.40 0.16
H -0.91 -0.55 0.40
H -0.24 -0.64 -0.07
H 0.36 0.52 0.49
H 0.46 0.22 0.06
H -0.18 -1.10 0.03
H -1.63 -1.61 1.25
H 1.07 -2.10 -0.72
H 2.64 -7.22 -3.75
H -5.07 -9.01 -11.40
H -0.49 -1.40 0.74
H -0.38 -0.03 -0.56
H 0.16 0.70 0.53
P -0.90 5.13 2.66
F 0.80 16.29 11.21
F 1.35 4.07 5.53
F 6.53 1.80 -0.66
F 0.72 -4.16 -1.92
F 1.18 1.39 -3.67
F -6.21 4.65 9.53

---

Record-wise LUMO values, in eV: -0.871 -1.986 -9.728